(1)
{
  "formula": "C6H18Cl2N9O3RbS",
  "method": "ωB97M-V/def2-TZVPD",
  "gap_ev": 8.46,
  "homo_ev": -8.53,
  "fmax_ev_per_a": 2.0,
  "multiplicity": 1,
  "species": ["Rb", "N", "N", "C", "O", "O", "H", "H", "H", "C", "C", "O", "H", "H", "H", "H", "H", "H", "Cl", "C", "Cl", "H", "H", "N", "C", "N", "S", "H", "H", "H", "H", "N", "N", "N", "C", "N", "N", "H", "H", "H"],
  "xyz": [[-0.713, 0.809, 0.651], [2.836, 1.212, -0.667], [2.494, 2.257, 0.230], [1.259, 2.914, 0.019], [1.124, 3.974, 0.688], [0.421, 2.373, -0.740], [3.693, 0.798, -0.330], [3.001, 1.580, -1.599], [3.216, 2.935, 0.417], [-0.688, -1.938, -2.710], [-1.881, -1.892, -1.775], [-1.497, -1.590, -0.431], [-1.014, -2.097, -3.742], [-0.016, -2.758, -2.436], [-0.131, -1.000, -2.663], [-2.426, -2.838, -1.806], [-2.572, -1.109, -2.080], [-1.080, -2.380, -0.041], [0.327, 2.210, 3.210], [0.477, 0.715, 4.133], [0.211, -0.708, 3.090], [-0.270, 0.702, 4.913], [1.477, 0.653, 4.536], [1.898, -5.711, 0.242], [1.364, -4.477, 0.253], [1.992, -3.561, -0.512], [-0.007, -4.109, 1.151], [2.691, -5.955, -0.323], [1.428, -6.428, 0.764], [2.894, -3.745, -0.917], [1.706, -2.602, -0.420], [-1.388, 4.912, 0.111], [-2.219, 3.809, 0.052], [-3.093, 3.626, -0.914], [-3.700, 2.511, -0.501], [-3.210, 2.052, 0.652], [-2.249, 2.907, 0.998], [-1.405, 5.312, -0.818], [-0.435, 4.578, 0.357], [-4.515, 2.057, -1.039]]
}

=====

(2)
{
  "formula": "C18H27BrN3O5Ru",
  "method": "ωB97M-V/def2-TZVPD",
  "total_charge": 2,
  "gap_ev": [8.51, 5.25],
  "homo_ev": [-15.53, -15.53],
  "fmax_ev_per_a": 2.1,
  "multiplicity": 2,
  "species": ["Ru", "C", "C", "C", "C", "C", "Br", "N", "C", "H", "H", "H", "H", "H", "H", "C", "O", "C", "C", "O", "C", "H", "H", "H", "H", "H", "H", "H", "H", "H", "H", "C", "C", "C", "C", "C", "C", "O", "N", "C", "O", "N", "C", "O", "H", "H", "H", "H", "H", "H", "H", "H", "H", "H", "H"],
  "xyz": [[0.003, 0.124, -0.248], [-0.691, 5.924, -0.163], [0.199, 4.743, -0.296], [1.584, 4.833, -0.135], [2.381, 3.698, -0.220], [1.742, 2.496, -0.447], [2.655, 0.794, -0.471], [0.426, 2.386, -0.620], [-0.330, 3.478, -0.570], [-0.114, 6.844, -0.127], [-1.270, 5.843, 0.757], [-1.402, 5.984, -0.984], [2.037, 5.794, 0.066], [3.454, 3.735, -0.105], [-1.387, 3.342, -0.767], [-3.101, -0.908, -0.313], [-2.355, 0.166, 0.250], [-2.528, 0.375, 1.648], [-1.461, -0.360, 2.481], [-0.141, 0.063, 2.148], [0.356, 1.137, 2.944], [-4.172, -0.707, -0.227], [-2.874, -1.860, 0.177], [-2.828, -0.950, -1.370], [-3.527, 0.056, 1.961], [-2.432, 1.456, 1.797], [-1.490, -1.437, 2.276], [-1.643, -0.191, 3.548], [0.370, 0.839, 3.998], [-0.252, 2.040, 2.834], [1.382, 1.330, 2.627], [-2.206, -4.968, 1.263], [-0.836, -5.622, 1.130], [0.162, -4.878, 0.240], [1.572, -5.474, 0.301], [2.596, -4.817, -0.610], [-0.293, -4.892, -1.220], [-0.620, -5.913, -1.747], [-0.247, -3.694, -1.908], [-0.056, -2.477, -1.334], [-0.130, -1.430, -1.989], [0.165, -2.391, -0.004], [0.306, -3.392, 0.848], [0.518, -3.318, 2.023], [-2.851, -5.613, 1.856], [-2.679, -4.817, 0.295], [-2.134, -4.014, 1.784], [-0.986, -6.611, 0.682], [-0.402, -5.765, 2.121], [1.483, -6.529, 0.009], [1.929, -5.472, 1.333], [2.284, -4.834, -1.652], [3.543, -5.348, -0.537], [2.778, -3.782, -0.319], [-0.430, -3.736, -2.908]]
}

=====

(3)
{
  "formula": "C2H3N3",
  "method": "ωB97M-V/def2-TZVPD",
  "gap_ev": 11.02,
  "homo_ev": -10.23,
  "fmax_ev_per_a": 0.9,
  "multiplicity": 1,
  "species": ["C", "N", "N", "C", "N", "H", "H", "H"],
  "xyz": [[-0.283, -1.040, -0.167], [-1.429, -0.443, -0.084], [-1.185, 0.892, 0.196], [0.100, 1.030, 0.280], [0.749, -0.160, 0.070], [-0.159, -2.106, -0.301], [0.657, 1.920, 0.544], [1.549, -0.094, -0.538]]
}

=====

(4)
{
  "formula": "C36H51F5NO4PS",
  "method": "ωB97M-V/def2-TZVPD",
  "gap_ev": 6.96,
  "homo_ev": -8.82,
  "fmax_ev_per_a": 1.6,
  "multiplicity": 1,
  "species": ["C", "C", "O", "C", "C", "C", "C", "C", "C", "C", "C", "C", "N", "C", "C", "C", "C", "C", "C", "C", "O", "C", "O", "C", "P", "S", "C", "C", "F", "F", "C", "F", "F", "F", "C", "O", "H", "H", "H", "H", "H", "H", "H", "H", "H", "H", "H", "H", "H", "H", "H", "H", "H", "H", "H", "H", "H", "H", "H", "C", "C", "C", "C", "C", "C", "H", "H", "H", "H", "H", "H", "H", "H", "H", "H", "H", "H", "H", "H", "C", "C", "C", "C", "C", "C", "H", "H", "H", "H", "H", "H", "H", "H", "H", "H", "H", "H", "H", "H"],
  "xyz": [[2.152, -6.387, 1.176], [1.867, -5.066, 1.866], [1.354, -4.077, 0.951], [2.321, -3.431, 0.231], [2.693, -3.946, -1.004], [3.634, -3.314, -1.792], [4.219, -2.146, -1.330], [3.854, -1.597, -0.096], [2.892, -2.242, 0.714], [2.411, -1.753, 2.057], [1.321, -0.665, 1.944], [0.119, -1.010, 2.806], [-0.960, -0.035, 2.602], [-2.239, -0.589, 2.142], [-2.266, -0.681, 0.635], [-1.447, -1.573, -0.065], [-1.463, -1.651, -1.447], [-2.308, -0.822, -2.180], [-3.122, 0.077, -1.504], [-3.105, 0.140, -0.115], [-3.950, 1.057, 0.508], [4.529, -0.343, 0.284], [4.103, 0.441, 1.090], [5.856, -0.036, -0.354], [6.790, 1.204, 0.630], [6.684, 3.033, -0.025], [6.218, -0.595, -1.510], [7.555, -0.337, -2.188], [7.619, -0.905, -3.392], [7.701, 0.985, -2.368], [8.803, -0.888, -1.384], [8.449, -1.475, -0.249], [9.445, -1.796, -2.106], [9.649, 0.095, -1.129], [5.225, -1.483, -2.186], [5.232, -1.678, -3.370], [1.443, -6.574, 0.379], [2.080, -7.193, 1.900], [3.158, -6.427, 0.765], [2.745, -4.668, 2.369], [1.067, -5.218, 2.582], [2.240, -4.859, -1.353], [3.932, -3.682, -2.759], [3.226, -1.358, 2.654], [2.004, -2.602, 2.592], [1.731, 0.276, 2.276], [0.991, -0.566, 0.917], [-0.220, -2.020, 2.579], [0.390, -1.025, 3.863], [-1.120, 0.459, 3.466], [-3.021, 0.095, 2.447], [-2.477, -1.561, 2.583], [-0.777, -2.214, 0.490], [-0.838, -2.351, -1.980], [-2.318, -0.870, -3.257], [-3.775, 0.743, -2.048], [-3.485, 1.901, 0.483], [6.205, 1.094, 1.895], [8.095, 0.730, 0.807], [0.289, 3.645, -0.757], [0.467, 4.343, -2.099], [1.784, 4.001, -2.790], [3.040, 4.416, -2.021], [3.116, 5.903, -1.681], [3.150, 6.807, -2.910], [1.059, 3.940, -0.042], [-0.676, 3.889, -0.310], [0.329, 2.563, -0.872], [0.383, 5.426, -1.966], [-0.356, 4.052, -2.760], [1.791, 4.468, -3.779], [1.826, 2.921, -2.968], [3.918, 4.143, -2.614], [3.116, 3.838, -1.095], [4.020, 6.075, -1.092], [2.276, 6.188, -1.040], [4.003, 6.562, -3.547], [3.241, 7.854, -2.618], [2.242, 6.711, -3.508], [-10.694, 0.098, 2.543], [-10.042, -0.943, 1.638], [-8.605, -1.280, 2.035], [-7.626, -0.107, 1.968], [-7.520, 0.568, 0.602], [-7.007, -0.361, -0.494], [-10.169, 1.053, 2.504], [-11.727, 0.280, 2.240], [-10.705, -0.242, 3.581], [-10.075, -0.598, 0.601], [-10.634, -1.861, 1.672], [-8.245, -2.094, 1.399], [-8.604, -1.675, 3.056], [-6.634, -0.466, 2.261], [-7.904, 0.644, 2.713], [-6.835, 1.414, 0.688], [-8.487, 0.984, 0.307], [-6.023, -0.757, -0.235], [-6.913, 0.178, -1.438], [-7.681, -1.203, -0.663]]
}

=====

(5)
{
  "formula": "C5H8O",
  "method": "ωB97M-V/def2-TZVPD",
  "gap_ev": 10.80,
  "homo_ev": -9.71,
  "fmax_ev_per_a": 0.5,
  "multiplicity": 1,
  "species": ["O", "C", "C", "C", "C", "C", "H", "H", "H", "H", "H", "H", "H", "H"],
  "xyz": [[1.750, 1.576, -0.887], [1.983, 0.763, -0.025], [0.977, -0.232, 0.511], [-0.205, -0.448, -0.400], [-1.547, -0.805, 0.176], [-1.320, 0.553, -0.426], [2.992, 0.716, 0.440], [1.502, -1.173, 0.729], [0.643, 0.158, 1.486], [0.047, -0.904, -1.355], [-2.168, -1.513, -0.366], [-1.633, -0.877, 1.258], [-1.778, 0.780, -1.384], [-1.244, 1.405, 0.243]]
}

=====

(6)
{
  "formula": "C4H6CeO",
  "method": "ωB97M-V/def2-TZVPD",
  "total_charge": 2,
  "gap_ev": [6.21, 6.16],
  "homo_ev": [-15.29, -15.30],
  "fmax_ev_per_a": 4.9,
  "multiplicity": 3,
  "species": ["C", "C", "C", "C", "O", "Ce", "H", "H", "H", "H", "H", "H"],
  "xyz": [[0.581, -2.382, 1.473], [1.135, -1.214, 0.921], [0.830, -0.871, -0.460], [-0.036, -1.868, -1.119], [-0.872, -1.554, -1.965], [-2.402, -2.537, -3.928], [-0.440, -2.280, 1.858], [1.231, -2.906, 2.181], [2.133, -0.926, 1.262], [0.488, 0.156, -0.626], [1.439, -1.731, -1.324], [-0.195, -2.743, 0.023]]
}

=====

(7)
{
  "formula": "C5H5ClOS",
  "method": "ωB97M-V/def2-TZVPD",
  "gap_ev": 7.98,
  "homo_ev": -9.17,
  "fmax_ev_per_a": 1.9,
  "multiplicity": 1,
  "species": ["S", "C", "C", "Cl", "C", "C", "C", "O", "H", "H", "H", "H", "H"],
  "xyz": [[3.201, -1.265, -0.058], [2.636, 0.246, -0.112], [1.222, 0.673, -0.231], [1.002, 2.407, -0.072], [0.214, -0.219, -0.289], [-1.204, 0.128, -0.244], [-2.153, -0.562, 0.647], [-2.153, -0.859, -0.766], [3.300, 1.114, -0.022], [0.436, -1.291, -0.359], [-1.496, 1.121, -0.638], [-1.910, -1.432, 1.225], [-3.095, -0.061, 0.920]]
}

=====

(8)
{
  "formula": "C10H15NO2",
  "method": "ωB97M-V/def2-TZVPD",
  "gap_ev": 9.22,
  "homo_ev": -8.54,
  "fmax_ev_per_a": 2.5,
  "multiplicity": 1,
  "species": ["C", "C", "C", "C", "C", "O", "C", "C", "H", "H", "H", "H", "H", "H", "H", "H", "C", "C", "C", "N", "O", "H", "H", "H", "H", "H", "H", "H"],
  "xyz": [[-2.089, 1.763, 2.615], [-1.112, 0.647, 2.346], [-1.004, 0.074, 1.063], [-0.015, -0.883, 0.877], [0.951, -1.052, 1.863], [1.986, -1.975, 1.873], [0.865, -0.473, 3.143], [-0.169, 0.449, 3.373], [-2.493, 1.755, 3.640], [-3.003, 1.821, 1.966], [-1.664, 2.756, 2.462], [-1.642, 0.305, 0.218], [0.108, -1.516, -0.010], [2.401, -1.942, 0.996], [1.639, -0.682, 3.893], [-0.480, 0.902, 4.334], [0.123, 2.183, -3.247], [-0.443, 0.912, -2.555], [0.205, -0.327, -3.078], [-0.366, -1.575, -2.991], [1.294, -0.249, -3.635], [-0.613, 2.431, -4.061], [1.085, 2.144, -3.716], [0.269, 2.886, -2.409], [-0.275, 1.138, -1.426], [-1.487, 0.958, -2.767], [0.055, -2.292, -3.559], [-1.274, -1.718, -2.592]]
}